{
  "formula": "C31H23BClF4N2O3OsPS2",
  "method": "ωB97M-V/def2-TZVPD",
  "e_lumo_ev": [-2.4, -2.4],
  "e_above_lowest_kcal_mol": 2.0,
  "homo_lumo_gap_ev": [6.110, 6.110],
  "e_homo_ev": [-8.559, -8.559],
  "symbols": ["Os", "S", "C", "S", "C", "C", "N", "C", "N", "C", "C", "C", "C", "Cl", "C", "C", "C", "O", "C", "C", "O", "O", "H", "H", "H", "H", "H", "H", "H", "H", "F", "B", "F", "F", "F", "C", "C", "C", "C", "C", "C", "P", "C", "C", "C", "C", "C", "C", "C", "C", "C", "C", "C", "C", "H", "H", "H", "H", "H", "H", "H", "H", "H", "H", "H", "H", "H", "H", "H"],
  "positions_angstrom": [[0.478, 0.305, 0.738], [-1.302, 0.546, -0.828], [-2.366, -0.039, 0.401], [-1.387, -0.047, 1.887], [-3.680, -0.344, 0.310], [-4.355, -0.202, -0.943], [-4.863, -0.092, -1.968], [-4.395, -0.823, 1.450], [-4.968, -1.205, 2.371], [-0.508, 6.723, 2.482], [-1.232, 5.995, 1.388], [-2.599, 6.118, 1.210], [-3.250, 5.418, 0.203], [-4.970, 5.591, 0.019], [-2.550, 4.587, -0.645], [-1.175, 4.458, -0.485], [-0.528, 5.153, 0.523], [0.825, 5.078, 0.761], [1.546, 4.109, 0.057], [1.096, 2.711, 0.387], [1.297, 1.758, -0.451], [0.522, 2.393, 1.445], [-1.207, 7.292, 3.092], [0.236, 7.410, 2.074], [0.027, 6.022, 3.124], [-3.170, 6.760, 1.868], [-3.066, 4.039, -1.421], [-0.640, 3.799, -1.156], [2.587, 4.192, 0.373], [1.508, 4.246, -1.027], [1.783, 0.208, 2.560], [3.107, 0.297, 1.916], [3.971, -0.571, 2.484], [2.726, -0.159, 0.564], [3.500, 1.595, 1.851], [2.499, -5.208, 2.271], [2.256, -3.979, 2.859], [1.718, -2.940, 2.107], [1.428, -3.132, 0.764], [1.657, -4.382, 0.180], [2.196, -5.411, 0.928], [0.633, -1.853, -0.249], [-0.895, -2.722, -0.709], [-1.392, -2.762, -2.008], [-2.564, -3.452, -2.280], [-3.247, -4.098, -1.260], [-2.757, -4.060, 0.038], [-1.586, -3.374, 0.314], [1.665, -1.637, -1.727], [2.957, -2.159, -1.770], [3.764, -1.932, -2.874], [3.294, -1.180, -3.940], [2.017, -0.640, -3.895], [1.209, -0.857, -2.791], [2.919, -6.015, 2.857], [2.486, -3.817, 3.903], [1.527, -1.993, 2.584], [1.407, -4.549, -0.861], [2.376, -6.374, 0.469], [-0.869, -2.267, -2.813], [-2.947, -3.475, -3.291], [-4.165, -4.628, -1.477], [-3.289, -4.556, 0.838], [-1.204, -3.358, 1.328], [3.346, -2.724, -0.936], [4.766, -2.337, -2.894], [3.925, -1.005, -4.801], [1.649, -0.039, -4.716], [0.225, -0.409, -2.761]],
  "atomic_forces_ev_per_a": [[-0.1, -0.5, 0.1], [0.0, -0.1, 0.2], [0.3, 0.0, 0.0], [-0.1, 0.3, -0.4], [0.0, -0.1, 0.0], [0.0, -0.1, 0.0], [0.0, 0.0, 0.0], [-0.1, 0.1, -0.1], [0.1, 0.0, 0.0], [0.0, 0.0, 0.0], [0.0, 0.0, 0.0], [0.0, 0.0, 0.0], [0.0, 0.0, 0.0], [0.0, 0.0, 0.0], [0.0, 0.0, 0.0], [0.0, 0.0, 0.0], [0.0, 0.0, 0.0], [0.0, 0.0, 0.0], [0.1, 0.0, 0.0], [-0.1, 0.0, 0.1], [0.0, 0.1, 0.0], [-0.1, 0.1, 0.0], [0.0, 0.0, 0.0], [0.0, 0.0, 0.0], [0.0, 0.0, 0.0], [0.0, 0.0, 0.0], [0.0, 0.0, 0.0], [0.0, 0.0, 0.0], [0.0, 0.0, 0.0], [0.0, 0.0, 0.0], [0.1, 0.0, 0.0], [0.0, -0.1, -0.1], [0.0, 0.0, 0.0], [0.1, 0.1, 0.0], [0.0, 0.0, 0.0], [0.0, 0.0, 0.0], [0.0, 0.0, 0.0], [0.0, 0.0, 0.0], [0.0, 0.0, 0.0], [0.0, 0.0, 0.0], [0.0, 0.0, 0.0], [0.0, 0.0, 0.1], [-0.1, 0.1, 0.0], [0.0, 0.0, 0.0], [0.0, 0.0, 0.0], [0.0, 0.0, 0.0], [0.0, 0.1, 0.0], [0.0, 0.0, 0.0], [0.0, 0.0, 0.0], [0.0, 0.0, 0.0], [0.0, 0.0, 0.0], [0.0, 0.0, 0.0], [0.0, 0.0, 0.0], [0.0, 0.0, 0.0], [0.0, 0.0, 0.0], [0.0, 0.0, 0.0], [0.0, 0.1, 0.0], [0.0, 0.0, 0.0], [0.0, 0.0, 0.0], [0.0, 0.0, 0.0], [0.0, 0.0, 0.0], [0.0, 0.0, 0.0], [0.0, 0.0, 0.0], [0.0, 0.0, 0.0], [0.0, 0.0, 0.0], [0.0, 0.0, 0.0], [0.0, 0.0, 0.0], [0.0, 0.0, 0.0], [0.0, 0.0, 0.0]],
  "nbo_charge": [0.813, 0.089, -0.202, 0.259, -0.380, 0.283, -0.283, 0.277, -0.282, -0.629, -0.049, -0.215, -0.052, -0.002, -0.210, -0.312, 0.360, -0.487, -0.171, 0.765, -0.608, -0.622, 0.215, 0.225, 0.231, 0.226, 0.232, 0.220, 0.247, 0.206, -0.532, 1.354, -0.518, -0.527, -0.527, -0.180, -0.200, -0.174, -0.418, -0.127, -0.229, 1.221, -0.393, -0.133, -0.219, -0.185, -0.197, -0.203, -0.402, -0.167, -0.205, -0.184, -0.213, -0.140, 0.221, 0.226, 0.235, 0.214, 0.221, 0.216, 0.225, 0.224, 0.227, 0.229, 0.232, 0.223, 0.220, 0.220, 0.217]
}

---

{
  "formula": "C31H23FeI2N5OS",
  "method": "ωB97M-V/def2-TZVPD",
  "e_lumo_ev": [-0.3, -0.3],
  "e_above_lowest_kcal_mol": 2.5,
  "homo_lumo_gap_ev": [6.592, 6.599],
  "e_homo_ev": [-6.897, -6.905],
  "symbols": ["Fe", "C", "C", "C", "C", "C", "C", "N", "C", "C", "C", "C", "C", "N", "C", "C", "C", "C", "C", "C", "N", "H", "H", "H", "H", "H", "H", "H", "H", "H", "H", "H", "H", "H", "H", "H", "I", "C", "C", "C", "I", "C", "C", "C", "C", "N", "C", "C", "O", "H", "H", "H", "H", "S", "C", "C", "C", "C", "C", "N", "H", "H", "H", "H"],
  "positions_angstrom": [[0.414, 0.544, -0.506], [3.568, 1.615, -1.566], [3.366, 0.152, -1.338], [4.471, -0.673, -1.112], [4.297, -2.031, -0.958], [3.030, -2.570, -1.131], [1.984, -1.703, -1.386], [2.132, -0.370, -1.396], [0.618, -2.180, -1.713], [0.424, -3.459, -2.225], [-0.860, -3.869, -2.533], [-1.905, -2.993, -2.311], [-1.630, -1.723, -1.815], [-0.388, -1.316, -1.541], [-2.765, -0.809, -1.512], [-3.876, -1.308, -0.847], [-4.938, -0.445, -0.616], [-4.851, 0.853, -1.077], [-3.693, 1.267, -1.742], [-3.565, 2.668, -2.260], [-2.668, 0.444, -1.942], [4.355, 1.751, -2.311], [3.875, 2.108, -0.645], [2.651, 2.088, -1.899], [5.452, -0.225, -1.044], [5.139, -2.672, -0.731], [2.864, -3.634, -1.052], [1.268, -4.109, -2.397], [-1.041, -4.852, -2.947], [-2.925, -3.266, -2.543], [-3.906, -2.336, -0.505], [-5.821, -0.789, -0.092], [-5.665, 1.551, -0.933], [-4.513, 3.022, -2.667], [-2.786, 2.717, -3.017], [-3.280, 3.339, -1.448], [4.005, 3.159, 2.251], [3.038, 1.354, 2.619], [3.337, 0.635, 3.781], [2.691, -0.535, 4.091], [3.199, -1.526, 5.859], [1.691, -1.039, 3.227], [0.908, -2.191, 3.465], [-0.060, -2.550, 2.572], [-0.237, -1.792, 1.404], [0.493, -0.734, 1.129], [1.424, -0.327, 2.035], [2.078, 0.917, 1.701], [1.749, 1.528, 0.630], [4.092, 1.023, 4.451], [1.073, -2.768, 4.365], [-0.688, -3.413, 2.744], [-0.994, -2.069, 0.682], [0.085, 2.467, -1.856], [-0.785, 2.812, -0.408], [-1.281, 4.047, 0.036], [-1.983, 4.093, 1.219], [-2.179, 2.928, 1.965], [-1.626, 1.757, 1.492], [-0.958, 1.703, 0.340], [-1.103, 4.931, -0.560], [-2.378, 5.036, 1.577], [-2.722, 2.938, 2.899], [-1.704, 0.827, 2.044]],
  "atomic_forces_ev_per_a": [[0.6, -0.6, 0.1], [0.0, 0.0, 0.1], [-0.1, -0.1, -0.1], [0.0, 0.0, 0.0], [0.0, 0.0, 0.0], [0.0, 0.0, -0.1], [0.1, 0.1, 0.0], [-0.1, 0.1, 0.3], [0.0, -0.1, -0.1], [-0.1, 0.0, 0.1], [0.0, 0.0, 0.0], [0.0, -0.1, -0.1], [0.0, 0.0, 0.1], [-0.1, 0.6, 0.0], [-0.1, 0.0, -0.1], [0.0, 0.0, 0.1], [0.0, 0.0, 0.0], [0.0, 0.0, 0.0], [0.0, 0.0, 0.0], [0.0, 0.0, 0.0], [0.0, -0.1, -0.1], [0.0, 0.0, 0.0], [0.0, 0.0, 0.0], [0.0, 0.0, 0.0], [0.0, 0.0, 0.0], [0.0, 0.0, 0.0], [0.0, 0.0, 0.0], [0.0, 0.0, 0.0], [0.0, 0.0, 0.0], [0.0, 0.0, 0.0], [0.0, 0.0, 0.0], [0.0, 0.0, 0.0], [0.0, 0.0, 0.0], [0.0, 0.0, 0.0], [0.0, 0.0, 0.0], [0.0, 0.0, 0.0], [0.0, 0.0, 0.0], [0.0, 0.0, 0.0], [0.0, 0.0, 0.0], [0.0, 0.0, 0.0], [0.0, 0.0, 0.0], [0.0, 0.0, 0.0], [0.0, 0.0, 0.0], [0.0, 0.0, 0.0], [0.0, 0.0, 0.0], [0.0, 0.1, -0.1], [0.0, 0.0, 0.0], [0.0, 0.0, 0.0], [-0.2, 0.1, -0.1], [0.0, 0.0, 0.0], [0.0, 0.0, 0.0], [0.0, 0.0, 0.0], [0.0, 0.0, 0.0], [0.0, 0.1, 0.1], [0.0, 0.0, -0.2], [0.0, 0.0, 0.0], [0.0, 0.0, 0.0], [0.0, 0.0, 0.0], [0.0, 0.0, 0.0], [0.0, -0.1, 0.0], [0.0, 0.0, 0.0], [0.0, 0.0, 0.0], [0.0, 0.0, 0.0], [0.0, 0.0, 0.0]],
  "nbo_charge": [0.913, -0.668, 0.295, -0.241, -0.144, -0.266, 0.258, -0.476, 0.174, -0.231, -0.149, -0.236, 0.215, -0.437, 0.158, -0.259, -0.164, -0.243, 0.247, -0.657, -0.402, 0.215, 0.256, 0.261, 0.227, 0.223, 0.221, 0.226, 0.224, 0.231, 0.217, 0.218, 0.218, 0.212, 0.253, 0.238, 0.145, -0.254, -0.225, -0.198, 0.123, -0.128, -0.127, -0.263, 0.049, -0.450, 0.157, 0.326, -0.707, 0.234, 0.230, 0.223, 0.199, -0.228, 0.092, -0.280, -0.153, -0.305, 0.058, -0.504, 0.229, 0.215, 0.220, 0.197]
}

---

{
  "formula": "C31H23N6O7RbTe",
  "method": "ωB97M-V/def2-TZVPD",
  "e_lumo_ev": 2.9,
  "charge": -2,
  "e_above_lowest_kcal_mol": 19.5,
  "homo_lumo_gap_ev": 5.280,
  "e_homo_ev": -2.393,
  "symbols": ["Rb", "O", "C", "C", "C", "C", "C", "C", "C", "O", "N", "N", "C", "C", "C", "C", "C", "C", "C", "O", "H", "H", "H", "H", "H", "H", "H", "H", "H", "H", "O", "C", "O", "C", "C", "C", "C", "C", "N", "C", "O", "O", "H", "H", "H", "H", "H", "N", "C", "N", "C", "N", "C", "Te", "C", "C", "C", "C", "C", "C", "C", "H", "H", "H", "H", "H", "H", "H", "H"],
  "positions_angstrom": [[-0.633, 0.076, -1.883], [2.853, 0.505, -5.827], [2.213, 1.673, -5.934], [2.868, 2.749, -6.543], [2.246, 3.980, -6.662], [0.955, 4.166, -6.179], [0.305, 3.098, -5.579], [0.902, 1.850, -5.448], [0.112, 0.745, -4.792], [-1.044, 0.984, -4.377], [0.809, -0.383, -4.662], [0.091, -1.512, -4.263], [0.594, -2.216, -3.319], [1.755, -1.943, -2.441], [3.012, -1.592, -2.922], [4.092, -1.388, -2.074], [3.897, -1.538, -0.703], [2.660, -1.873, -0.189], [1.520, -2.070, -1.026], [0.348, -2.286, -0.554], [2.200, -0.081, -5.283], [3.877, 2.590, -6.903], [2.776, 4.802, -7.131], [0.466, 5.128, -6.269], [-0.702, 3.195, -5.191], [0.003, -3.086, -3.040], [3.151, -1.483, -3.990], [5.058, -1.107, -2.473], [4.732, -1.388, -0.023], [2.525, -2.001, 0.880], [-3.308, 1.314, 2.321], [-2.459, 1.237, 1.280], [-2.732, 0.699, 0.246], [-1.138, 1.903, 1.573], [-0.920, 2.633, 2.735], [0.338, 3.171, 2.939], [1.332, 2.945, 1.999], [1.013, 2.194, 0.872], [-0.197, 1.699, 0.661], [2.029, 1.903, -0.217], [3.310, 1.820, 0.209], [1.745, 1.800, -1.370], [-4.084, 0.784, 2.076], [-1.716, 2.756, 3.455], [0.546, 3.752, 3.828], [2.324, 3.355, 2.128], [3.331, 1.566, 1.140], [-8.885, -2.931, 4.334], [-8.259, -3.447, 3.497], [-7.635, -4.118, 2.554], [-6.415, -3.744, 2.235], [-5.315, -3.499, 1.939], [-2.778, -2.167, 3.357], [-1.796, -2.673, 1.503], [-0.248, -1.470, 2.363], [-0.450, -1.466, 3.851], [0.570, -1.132, 4.739], [0.354, -1.161, 6.110], [-0.891, -1.526, 6.603], [-1.913, -1.856, 5.723], [-1.705, -1.826, 4.347], [-3.434, -2.971, 3.674], [-3.410, -1.298, 3.170], [-0.317, -0.468, 1.942], [0.712, -1.881, 2.066], [1.547, -0.866, 4.349], [1.159, -0.913, 6.792], [-1.064, -1.563, 7.672], [-2.884, -2.150, 6.105]],
  "atomic_forces_ev_per_a": [[-0.3, 0.0, 0.5], [0.1, 0.1, 0.1], [0.0, 0.0, 0.0], [0.0, 0.0, 0.0], [0.0, 0.0, 0.0], [0.0, 0.0, 0.0], [0.0, 0.0, 0.0], [-0.1, 0.1, 0.0], [0.3, -0.2, 0.0], [-0.2, 0.0, -0.2], [-0.1, 0.0, 0.1], [0.1, 0.0, -0.1], [0.1, 0.0, 0.1], [0.0, 0.0, 0.0], [0.0, 0.0, 0.0], [0.0, 0.0, 0.0], [0.0, 0.0, 0.0], [0.0, 0.0, 0.0], [0.0, 0.0, 0.0], [0.0, 0.0, -0.1], [-0.1, -0.1, -0.2], [0.0, 0.0, 0.0], [0.0, 0.0, 0.0], [0.0, 0.0, 0.0], [0.0, 0.0, 0.0], [0.0, 0.0, 0.0], [0.0, 0.0, 0.0], [0.0, 0.0, 0.0], [0.0, 0.0, 0.0], [0.0, 0.0, 0.0], [0.1, 0.0, 0.0], [-0.1, 0.0, -0.1], [0.1, 0.2, 0.0], [0.1, -0.1, 0.0], [-0.1, -0.1, 0.0], [0.1, 0.0, 0.0], [-0.1, 0.0, 0.0], [0.0, -0.1, 0.0], [-0.1, 0.1, -0.1], [0.1, -0.1, 0.1], [0.0, 0.0, -0.1], [0.0, 0.2, 0.1], [0.0, 0.0, 0.0], [0.0, 0.0, 0.0], [0.0, 0.0, 0.0], [0.0, 0.0, 0.0], [0.0, 0.0, 0.0], [0.0, 0.0, 0.0], [0.0, -0.1, 0.0], [0.0, 0.2, -0.1], [0.0, -0.1, 0.3], [-0.1, 0.0, -0.1], [-0.1, 0.1, -0.1], [0.0, 0.0, 0.1], [0.1, 0.0, -0.1], [0.1, 0.0, 0.0], [0.0, 0.0, 0.0], [0.0, 0.0, 0.0], [0.0, 0.0, 0.0], [0.0, 0.0, 0.0], [0.0, 0.0, 0.0], [0.0, 0.0, 0.0], [0.0, 0.0, 0.1], [0.1, 0.0, 0.0], [0.0, 0.0, 0.0], [0.0, 0.0, 0.0], [0.0, 0.0, 0.0], [0.0, 0.0, 0.0], [0.0, 0.0, 0.0]],
  "nbo_charge": [0.934, -0.714, 0.347, -0.301, -0.206, -0.296, -0.174, -0.150, 0.580, -0.776, -0.567, -0.278, 0.053, -0.286, -0.086, -0.348, -0.197, -0.360, 0.393, -0.833, 0.498, 0.203, 0.188, 0.191, 0.228, 0.191, 0.198, 0.193, 0.182, 0.188, -0.684, 0.761, -0.544, 0.086, -0.194, -0.171, -0.228, 0.078, -0.362, 0.764, -0.663, -0.513, 0.516, 0.245, 0.219, 0.223, 0.484, -0.584, 0.457, -0.745, 0.468, -0.587, -0.710, 0.567, -0.675, -0.063, -0.208, -0.239, -0.230, -0.236, 0.070, 0.255, 0.208, 0.197, 0.243, 0.198, 0.196, 0.198, 0.210]
}

---

no.,electronic energy (a.u.)
1,-3643.5125
2,-3801.5329
3,-2342.5755